Here is 2 unconnected molecules or ions with the total composition C4H9NO2 from OMol25. Energies are from wB97M-V/def2-TZVPD.

Geometry (Å):
C (0.96, 0.82, -1.97)
C (0.23, -0.91, -1.06)
O (1.11, -1.43, -0.40)
C (-0.22, 0.48, -0.91)
C (-1.21, -1.10, 1.34)
O (-2.36, -1.32, 1.02)
N (-0.80, -0.40, 2.43)
H (1.70, 1.41, -1.42)
H (0.56, 1.31, -2.84)
H (1.57, -0.02, -2.38)
H (-0.22, -1.38, -1.95)
H (-0.34, -1.42, 0.76)
H (-0.06, 0.94, 0.07)
H (-1.25, 0.69, -1.23)
H (-1.44, -0.34, 3.21)
H (0.19, -0.43, 2.64)

Results
Molecular weight   103.1 g mol⁻¹
Strongest force on any atom   0.9 eV/A
HOMO level   -0.3522 Eh
Net charge   0
Relative energy (zero: lowest compared OMol25 entry of this formula, charge and spin)   56.2 kcal/mol
E_tot   -362.99592 a.u.

Here are the Mulliken charges for atoms 1 to 4, given in e: C -1.044; C -0.023; O -0.572; C -0.271

---

Here is a molecular structure, C35H30F3N5O2PdS3Te at a distorted geometry from OMol25. Energies are from wB97M-V/def2-TZVPD.

Geometry (Å):
Pd (0.85, 0.66, 0.20)
S (2.11, 0.97, 7.39)
C (3.12, 2.30, 7.73)
C (3.49, 2.95, 6.59)
C (2.93, 2.36, 5.43)
C (2.16, 1.27, 5.70)
C (1.43, 0.42, 4.75)
C (1.63, 0.61, 3.36)
N (0.98, -0.05, 2.44)
C (0.08, -1.00, 2.82)
C (-0.13, -1.32, 4.16)
C (-1.01, -2.40, 4.51)
C (-1.65, -3.11, 3.56)
C (-1.49, -2.78, 2.17)
C (-2.14, -3.48, 1.14)
C (-1.97, -3.11, -0.18)
C (-1.14, -1.98, -0.42)
N (-0.53, -1.32, 0.53)
C (-0.67, -1.71, 1.80)
C (-2.60, -3.82, -1.30)
C (-3.36, -4.95, -1.25)
C (-3.81, -5.37, -2.53)
C (-3.37, -4.55, -3.52)
S (-2.42, -3.27, -2.92)
C (0.56, -0.57, 5.13)
H (3.40, 2.53, 8.74)
H (4.13, 3.82, 6.58)
H (3.10, 2.74, 4.43)
H (2.37, 1.31, 3.00)
H (-1.14, -2.64, 5.56)
H (-2.30, -3.94, 3.82)
H (-2.77, -4.32, 1.39)
H (-1.00, -1.60, -1.42)
H (-3.60, -5.48, -0.34)
H (-4.42, -6.25, -2.70)
H (-3.55, -4.63, -4.58)
H (0.38, -0.78, 6.18)
C (-4.27, 3.60, -0.60)
C (-3.94, 3.03, 0.78)
C (-2.47, 2.89, 0.98)
N (-1.85, 1.76, 0.95)
N (-0.50, 1.89, 1.11)
C (-0.10, 3.14, 1.25)
N (1.18, 3.51, 1.44)
S (-1.41, 4.25, 1.23)
H (-5.34, 3.76, -0.71)
H (-3.93, 2.92, -1.39)
H (-3.77, 4.56, -0.77)
H (-4.37, 2.04, 0.89)
H (-4.35, 3.67, 1.56)
H (1.91, 2.83, 1.18)
H (1.41, 4.48, 1.31)
F (5.95, 0.91, 0.08)
C (5.03, -0.04, 0.27)
F (5.34, -0.68, 1.41)
F (5.15, -0.92, -0.73)
C (3.60, 0.55, 0.38)
O (2.70, -0.20, -0.11)
O (3.51, 1.63, 0.97)
C (0.70, -1.36, -7.25)
C (0.65, -0.61, -5.95)
C (-0.54, -0.08, -5.47)
C (-0.59, 0.65, -4.28)
C (-1.94, 1.18, -3.85)
C (0.58, 0.86, -3.55)
Te (0.51, 2.14, -1.86)
C (1.79, 0.31, -4.01)
C (3.08, 0.47, -3.26)
C (1.80, -0.41, -5.19)
H (-0.30, -1.50, -7.66)
H (1.15, -2.35, -7.11)
H (1.30, -0.83, -7.98)
H (-1.45, -0.23, -6.03)
H (-2.73, 0.68, -4.40)
H (-2.03, 2.25, -4.05)
H (-2.10, 1.05, -2.78)
H (3.01, 0.09, -2.25)
H (3.36, 1.53, -3.19)
H (3.89, -0.07, -3.77)
H (2.73, -0.84, -5.54)

Results
Molecular weight   939.9 g mol⁻¹
Strongest force on any atom   1.4 eV/A
HOMO level   -0.2497 Eh
Net charge   0
Relative energy (zero: lowest compared OMol25 entry of this formula, charge and spin)   12.7 kcal/mol
E_tot   -3666.14659 a.u.

Here are the Mulliken charges for atoms 1 to 4, given in e: Pd 0.458; S -0.208; C -0.364; C -0.617

---

Here is C4H6OS in the gas phase at a distorted geometry from OMol25. Energies are from wB97M-V/def2-TZVPD.

Geometry (Å):
C (0.18, -1.50, 0.93)
C (0.49, 0.24, -0.86)
C (-0.24, 1.62, -0.79)
C (-0.53, 0.48, 0.15)
H (1.08, -1.79, 1.48)
H (-0.68, -2.15, 1.16)
H (1.40, 0.42, -0.29)
H (-1.01, 1.84, -1.51)
H (0.49, 2.39, -0.57)
H (-1.48, 0.04, -0.09)
O (-0.10, -0.08, 1.36)
S (0.39, -1.52, -0.98)

Results
Molecular weight   102.2 g mol⁻¹
Strongest force on any atom   1.3 eV/A
HOMO level   -0.3186 Eh
Net charge   0
Relative energy (zero: lowest compared OMol25 entry of this formula, charge and spin)   95.5 kcal/mol
E_tot   -629.29497 a.u.

Here are the Mulliken charges for atoms 1 to 4, given in e: C -0.414; C -0.111; C -0.497; C -0.008

---

Here is C2H10NP in the gas phase from OMol25. Energies are from wB97M-V/def2-TZVPD.

Geometry (Å):
C (1.79, -0.53, 0.17)
C (0.85, 0.59, -0.25)
N (-0.32, 0.71, 0.62)
P (-1.72, -0.22, 0.00)
H (2.58, -0.62, -0.57)
H (2.21, -0.34, 1.15)
H (1.29, -1.50, 0.21)
H (0.57, 0.43, -1.30)
H (1.41, 1.52, -0.23)
H (-0.59, 1.69, 0.68)
H (-1.77, 0.55, -1.20)
H (-0.98, -1.42, 0.09)
H (-2.47, 0.13, 1.14)
H (-2.85, -0.99, -0.50)

Results
Molecular weight   79.1 g mol⁻¹
Strongest force on any atom   0.2 eV/A
HOMO level   -0.3203 Eh
Net charge   0
Relative energy (zero: lowest compared OMol25 entry of this formula, charge and spin)   0.0 kcal/mol
E_tot   -478.20784 a.u.

Here are the Mulliken charges for atoms 1 to 4, given in e: C -1.053; C -0.393; N -0.609; P 0.055

---

Here is a molecular structure, C8H16AlFO10P at a distorted geometry from OMol25. Energies are from wB97M-V/def2-TZVPD.

Geometry (Å):
Al (-0.64, -0.77, 3.19)
P (1.41, -2.84, 4.74)
O (1.76, -2.87, 3.21)
O (1.33, -1.32, 5.12)
O (2.27, -3.85, 5.57)
O (-0.13, -3.22, 4.61)
F (-1.65, 1.59, 4.64)
C (0.70, 0.51, -3.63)
C (1.75, 0.42, -2.59)
O (1.21, 0.43, -1.24)
C (1.54, -0.46, -0.33)
O (1.01, -0.44, 0.79)
O (2.36, -1.43, -0.71)
C (2.32, -2.73, -0.04)
H (0.11, -0.41, -3.55)
H (1.17, 0.57, -4.61)
H (0.12, 1.42, -3.47)
H (2.44, 1.26, -2.67)
H (2.32, -0.48, -2.83)
H (3.30, -3.10, 0.22)
H (1.87, -3.43, -0.74)
H (1.67, -2.78, 0.84)
C (-3.09, 0.05, -2.47)
C (-2.10, 0.19, -1.35)
O (-1.75, 1.59, -1.09)
C (-1.48, 2.00, 0.21)
O (-1.57, 1.24, 1.20)
O (-1.32, 3.31, 0.31)
C (-0.97, 3.83, 1.55)
H (-3.60, 0.98, -2.72)
H (-3.68, -0.87, -2.48)
H (-2.43, -0.01, -3.34)
H (-1.15, -0.28, -1.60)
H (-2.54, -0.26, -0.46)
H (-0.84, 4.87, 1.25)
H (-0.06, 3.50, 2.06)
H (-1.66, 3.79, 2.40)

Results
Molecular weight   349.2 g mol⁻¹
Strongest force on any atom   4.7 eV/A
HOMO level   -0.1809 Eh
Net charge   -1
Relative energy (zero: lowest compared OMol25 entry of this formula, charge and spin)   60.3 kcal/mol
E_tot   -1750.42755 a.u.

Here are the Mulliken charges for atoms 1 to 4, given in e: Al 0.978; P 0.728; O -0.207; O -0.478

---

Here is 2 unconnected molecules or ions with the total composition C3H10NO3 at a distorted geometry from OMol25. Energies are from wB97M-V/def2-TZVPD.

Geometry (Å):
O (-0.74, 0.05, 1.50)
C (-0.22, 0.41, 0.49)
O (0.70, 1.27, 0.33)
C (-0.65, -0.25, -0.90)
C (0.51, -0.59, -1.74)
N (-1.53, -1.43, -0.48)
H (1.00, 1.78, 1.20)
H (-1.29, 0.47, -1.42)
H (0.75, 0.14, -2.54)
H (1.37, -0.86, -1.14)
H (0.30, -1.49, -2.35)
H (-1.08, -2.34, -0.69)
H (-2.43, -1.44, -0.96)
H (-1.76, -1.45, 0.54)
H (1.09, 1.80, 3.25)
H (2.42, 1.75, 2.42)
O (1.56, 2.17, 2.49)

Results
Molecular weight   108.1 g mol⁻¹
Strongest force on any atom   2.5 eV/A
HOMO level   -0.5442 Eh
Net charge   +1
Relative energy (zero: lowest compared OMol25 entry of this formula, charge and spin)   16.0 kcal/mol
E_tot   -400.55918 a.u.

Here are the Mulliken charges for atoms 1 to 4, given in e: O -0.624; C 0.503; O -0.480; C 0.239

---

Here is C5H10N2O3 in the gas phase at a distorted geometry from OMol25. Energies are from wB97M-V/def2-TZVPD.

Geometry (Å):
C (-0.70, 0.83, 0.55)
C (2.15, 1.12, 0.14)
C (-0.79, -1.50, 1.29)
N (-0.43, -0.58, 0.21)
C (-0.12, 1.83, -0.46)
C (-1.15, -1.02, -1.23)
N (-0.02, -1.27, -1.82)
O (1.22, 1.93, -0.58)
O (-0.82, 2.55, -1.10)
O (-2.34, -1.05, -1.32)
H (0.49, -0.90, -0.56)
H (0.02, -1.52, -2.80)
H (-1.79, 0.98, 0.55)
H (-0.32, 1.05, 1.55)
H (3.09, 1.68, 0.13)
H (1.85, 0.94, 1.17)
H (2.30, 0.16, -0.37)
H (-0.25, -1.25, 2.21)
H (-1.86, -1.46, 1.47)
H (-0.52, -2.51, 0.99)

Results
Molecular weight   146.1 g mol⁻¹
Strongest force on any atom   1.2 eV/A
HOMO level   -0.3655 Eh
Net charge   0
Relative energy (zero: lowest compared OMol25 entry of this formula, charge and spin)   69.3 kcal/mol
E_tot   -531.69455 a.u.

Here are the Mulliken charges for atoms 1 to 4, given in e: C -0.797; C -0.661; C -0.975; N 0.096

---

Here is a molecular structure, C15H15FeN5O3S4Sb at a distorted geometry from OMol25. Energies are from wB97M-V/def2-TZVPD.

Geometry (Å):
Fe (-1.31, 0.25, 0.81)
N (-0.03, -3.13, -2.47)
C (-0.92, -2.20, -1.89)
S (-2.47, -2.80, -1.37)
N (-0.46, -0.99, -1.91)
N (-1.34, -0.06, -1.29)
C (-1.73, 0.86, -2.07)
C (-2.57, 1.98, -1.68)
C (-2.84, 2.97, -2.62)
C (-3.67, 4.04, -2.33)
C (-4.25, 4.10, -1.06)
C (-3.99, 3.12, -0.12)
C (-3.13, 2.04, -0.40)
O (-2.92, 1.12, 0.52)
H (-0.23, -4.07, -2.16)
H (0.93, -2.85, -2.38)
H (-1.42, 0.79, -3.11)
H (-2.37, 2.89, -3.60)
H (-3.86, 4.81, -3.06)
H (-4.91, 4.92, -0.80)
H (-4.43, 3.15, 0.88)
S (0.44, 2.49, 4.41)
Sb (-1.18, 2.28, 2.78)
S (0.19, 1.84, 0.70)
S (-1.84, -0.11, 2.93)
O (5.33, 1.22, 0.16)
C (5.28, 0.00, 0.89)
N (3.92, -0.45, 0.81)
C (3.61, -1.74, 1.08)
O (4.46, -2.59, 1.28)
C (2.14, -2.07, 1.13)
C (1.72, -3.29, 1.63)
C (0.37, -3.54, 1.73)
C (-0.53, -2.55, 1.36)
N (-0.13, -1.39, 0.86)
C (1.18, -1.16, 0.74)
H (5.98, 1.79, 0.57)
H (5.57, 0.17, 1.93)
H (5.93, -0.76, 0.47)
H (3.21, 0.27, 0.86)
H (2.47, -4.00, 1.94)
H (0.00, -4.48, 2.12)
H (-1.60, -2.70, 1.42)
H (1.41, -0.19, 0.32)

Results
Molecular weight   619.2 g mol⁻¹
Strongest force on any atom   3.1 eV/A
HOMO level (alpha / beta)   -0.0408 / -0.0418 Eh
Net charge   -2
Relative energy (zero: lowest compared OMol25 entry of this formula, charge and spin)   24.5 kcal/mol
Multiplicity   2
E_tot   -4176.94294 a.u.

Here are the Mulliken charges for atoms 1 to 4, given in e: Fe 0.005; N -0.538; C 0.242; S -0.518

---

Here is 2 unconnected molecules or ions with the total composition C5H10O from OMol25. Energies are from wB97M-V/def2-TZVPD.

Geometry (Å):
C (-0.84, -1.88, -1.06)
C (-1.11, -0.72, -0.14)
C (-0.02, -0.25, 0.78)
C (1.50, 2.80, 0.81)
O (2.34, 1.92, 0.31)
C (-0.44, 0.60, -0.39)
H (-0.98, -2.84, -0.55)
H (0.20, -1.85, -1.42)
H (-1.50, -1.85, -1.94)
H (-2.12, -0.67, 0.27)
H (0.93, -0.79, 0.73)
H (-0.29, 0.07, 1.79)
H (0.89, 2.24, 1.57)
H (2.24, 1.02, 0.67)
H (-1.00, 1.51, -0.18)
H (0.22, 0.67, -1.24)

Results
Molecular weight   86.1 g mol⁻¹
Strongest force on any atom   0.4 eV/A
HOMO level   -0.3201 Eh
Net charge   0
Relative energy (zero: lowest compared OMol25 entry of this formula, charge and spin)   97.6 kcal/mol
E_tot   -271.59707 a.u.

Here are the Mulliken charges for atoms 1 to 4, given in e: C -1.364; C 0.236; C -0.878; C -0.197

---

Here is 2 unconnected molecules or ions with the total composition H4OS at a distorted geometry from OMol25. Energies are from wB97M-V/def2-TZVPD.

Geometry (Å):
O (-0.04, 0.98, -1.41)
H (-0.55, 0.71, -0.62)
H (-0.29, 0.33, -2.11)
S (0.83, -0.42, 1.56)
H (-0.30, 0.08, 1.04)
H (0.34, -1.67, 1.55)

Results
Molecular weight   52.1 g mol⁻¹
Strongest force on any atom   1.3 eV/A
HOMO level   -0.3629 Eh
Net charge   0
Relative energy (zero: lowest compared OMol25 entry of this formula, charge and spin)   6.2 kcal/mol
E_tot   -475.80122 a.u.

Here are the Mulliken charges for atoms 1 to 4, given in e: O -0.595; H 0.318; H 0.318; S -0.213

---

Here is 3 unconnected molecules or ions with the total composition C5H12O2 from OMol25. Energies are from wB97M-V/def2-TZVPD.

Geometry (Å):
C (-2.36, 0.85, 1.50)
C (-1.50, -0.26, 0.89)
C (-0.25, 0.43, 0.45)
O (0.73, 0.48, 1.16)
C (0.69, -1.37, -1.29)
C (1.99, -1.12, -1.44)
O (2.56, 1.12, -0.59)
H (-3.30, 0.44, 1.87)
H (-1.83, 1.34, 2.33)
H (-2.59, 1.62, 0.75)
H (-2.02, -0.74, 0.06)
H (-1.24, -1.01, 1.64)
H (-0.30, 0.98, -0.51)
H (1.90, 1.00, 0.11)
H (0.00, -1.23, -2.12)
H (0.34, -1.87, -0.38)
H (2.38, -0.74, -2.39)
H (2.72, -1.36, -0.68)
H (2.05, 1.44, -1.35)

Results
Molecular weight   104.1 g mol⁻¹
Strongest force on any atom   1.0 eV/A
HOMO level   -0.3410 Eh
Net charge   0
Relative energy (zero: lowest compared OMol25 entry of this formula, charge and spin)   52.5 kcal/mol
E_tot   -348.12117 a.u.

Here are the Mulliken charges for atoms 1 to 4, given in e: C -1.266; C -0.214; C -0.015; O -0.595

---

Here is 2 unconnected molecules or ions with the total composition C42H44N4O8 at a distorted geometry from OMol25. Energies are from wB97M-V/def2-TZVPD.

Geometry (Å):
C (-2.06, 0.57, 8.54)
C (-1.15, 1.11, 7.60)
C (-0.01, 1.87, 6.67)
C (-0.08, 1.14, 5.17)
C (-1.62, 1.09, 4.56)
C (-1.65, 1.00, 2.91)
C (-2.48, 2.14, 2.05)
C (-2.48, 2.09, 0.38)
C (-3.24, 3.22, -0.53)
C (-2.25, 4.20, -1.39)
C (-0.73, 4.35, -0.79)
C (0.26, 5.17, -1.87)
N (1.03, 4.10, -2.62)
C (2.51, 4.15, -2.35)
N (3.37, 4.84, -3.21)
N (3.22, 3.42, -1.20)
C (-1.70, 0.88, -0.46)
C (-1.68, 0.75, -2.10)
C (-2.84, -0.23, -2.73)
C (-4.17, -0.41, -1.80)
C (-4.16, -1.91, -1.07)
C (-0.88, -0.26, 0.40)
C (-0.87, -0.19, 2.07)
C (0.04, -1.38, 2.81)
O (-0.38, -2.00, 3.91)
C (1.48, -1.73, 2.03)
C (1.46, -1.79, 0.36)
C (2.78, -2.08, -0.58)
C (4.23, -2.32, 0.21)
C (5.54, -2.55, -0.77)
C (6.55, -3.80, -0.50)
C (7.74, -3.81, -1.60)
C (7.80, -2.65, -2.72)
N (6.91, -1.49, -3.00)
C (5.82, -1.56, -2.00)
C (4.28, -2.27, 1.86)
C (5.75, -2.47, 2.61)
C (6.59, -1.06, 2.32)
C (2.91, -1.97, 2.78)
C (3.02, -1.93, 4.42)
O (3.73, -0.68, 4.79)
O (3.12, 0.24, 4.05)
C (-0.02, -1.49, -0.34)
O (-0.46, -2.17, -1.41)
H (-2.80, 0.41, 9.46)
H (-0.16, 3.03, 6.58)
H (1.04, 1.61, 7.18)
H (0.40, 0.07, 5.30)
H (0.58, 1.85, 4.47)
H (-2.10, 2.15, 4.83)
H (-2.31, 0.29, 5.08)
H (-3.08, 3.04, 2.54)
H (-3.99, 3.90, 0.06)
H (-3.90, 2.62, -1.32)
H (-2.74, 5.29, -1.39)
H (-2.17, 3.91, -2.55)
H (-0.17, 3.31, -0.62)
H (-0.76, 4.87, 0.26)
H (-0.33, 5.92, -2.55)
H (1.04, 5.76, -1.19)
H (0.79, 4.06, -3.63)
H (4.38, 4.73, -2.87)
H (2.98, 2.40, -1.19)
H (3.03, 3.88, -0.28)
H (-1.74, 1.78, -2.67)
H (-0.63, 0.27, -2.43)
H (-2.44, -1.31, -3.01)
H (-3.20, 0.25, -3.75)
H (-4.39, 0.47, -1.06)
H (-5.10, -0.44, -2.54)
H (-3.43, -1.89, -0.15)
H (-3.76, -2.69, -1.88)
H (-5.27, -2.23, -0.80)
H (2.66, -2.07, -1.74)
H (6.38, -4.55, 0.38)
H (8.55, -4.66, -1.59)
H (8.74, -2.72, -3.46)
H (5.00, -0.70, -2.14)
H (5.67, -2.54, 3.79)
H (6.33, -3.43, 2.26)
H (7.01, -1.02, 1.23)
H (5.78, -0.20, 2.40)
H (7.41, -0.89, 3.16)
H (3.70, -2.86, 4.73)
H (2.00, -2.04, 4.98)
H (3.16, 1.10, 4.56)
C (-8.21, -1.73, -5.64)
C (-7.31, -1.44, -4.69)
C (-6.25, -2.52, -4.52)
O (-5.28, -2.43, -3.75)
C (-6.37, -3.76, -5.32)
C (-7.27, -4.06, -6.27)
C (-8.28, -2.93, -6.52)
O (-9.15, -2.96, -7.39)
O (-7.37, -5.12, -6.96)
O (-7.26, -0.42, -3.94)
H (-9.01, -1.02, -5.85)
H (-5.60, -4.50, -5.09)

Results
Molecular weight   732.8 g mol⁻¹
Strongest force on any atom   9.7 eV/A
HOMO level   -0.0010 Eh
Net charge   -2
E_tot   -2446.36904 a.u.

Here are the Mulliken charges for atoms 1 to 4, given in e: C -0.472; C -0.136; C -0.312; C -0.107